(1)
{
  "formula": "C21H28BrClF6O14",
  "method": "the ωB97M-V functional and the def2-TZVPD basis",
  "energy_ha": -5503.80751,
  "lumo_energy_ev": -0.9,
  "homo_lumo_gap_ha": 0.3569,
  "smiles": "O=C(O)C(F)(F)C(F)(F)C(F)(F)C(=O)[C@]1(Cl)C[C@@H](Br)OC1=O.CCOC(=O)OC.CCOC(=O)OC.CCOC(=O)OC",
  "largest_force_ev_per_a": 0.85,
  "species": ["O", "C", "O", "C", "Br", "C", "C", "Cl", "C", "O", "C", "F", "F", "C", "F", "F", "C", "F", "F", "C", "O", "O", "H", "H", "H", "H", "C", "C", "O", "C", "O", "O", "C", "H", "H", "H", "H", "H", "H", "H", "H", "C", "C", "O", "C", "O", "O", "C", "H", "H", "H", "H", "H", "H", "H", "H", "C", "C", "O", "C", "O", "O", "C", "H", "H", "H", "H", "H", "H", "H", "H"],
  "positions_angstrom": [[2.4790, 1.2779, -3.8911], [1.8478, 0.3482, -4.2757], [0.7660, 0.4930, -5.0707], [0.2947, -0.7362, -5.5729], [-1.6322, -0.7938, -5.4842], [0.9009, -1.8204, -4.6880], [2.1265, -1.1660, -4.0287], [2.0441, -1.3856, -2.2576], [3.4473, -1.4531, -4.7364], [3.5084, -1.1365, -5.8876], [4.7284, -2.1038, -4.1197], [4.8309, -1.9031, -2.7989], [5.7640, -1.4656, -4.7165], [4.9456, -3.6301, -4.4371], [5.4140, -3.7097, -5.7025], [5.8856, -4.0979, -3.5953], [3.7380, -4.5991, -4.3609], [4.2148, -5.8434, -4.6234], [2.8482, -4.2780, -5.3561], [3.0177, -4.6964, -2.9984], [3.5488, -4.4082, -1.9763], [1.8000, -5.2534, -3.0742], [0.5936, -0.8032, -6.6170], [1.0635, -2.7591, -5.2088], [0.2048, -2.0363, -3.8753], [1.4020, -5.1247, -3.9473], [-1.3986, 2.3143, 3.2849], [-1.9318, 1.6730, 2.0241], [-1.3858, 2.2796, 0.8374], [-0.1415, 1.9267, 0.5318], [0.5388, 1.1338, 1.1336], [0.2266, 2.5851, -0.5642], [1.5814, 2.3524, -0.9643], [-1.5767, 3.3899, 3.2602], [-1.9037, 1.8994, 4.1568], [-0.3275, 2.1485, 3.3974], [-3.0052, 1.8348, 1.9497], [-1.7461, 0.5989, 2.0063], [1.7959, 1.2928, -1.0691], [2.2694, 2.7925, -0.2437], [1.7099, 2.8327, -1.9285], [2.6121, -1.3364, 3.2092], [1.1011, -1.3435, 3.2787], [0.5550, -2.6370, 2.9539], [0.6425, -3.5543, 3.9102], [1.0939, -3.3981, 5.0153], [0.1349, -4.6966, 3.4378], [0.2154, -5.7963, 4.3465], [2.9469, -1.6766, 2.2283], [2.9838, -0.3248, 3.3716], [3.0471, -1.9906, 3.9639], [0.6916, -0.6648, 2.5365], [0.7440, -1.0334, 4.2611], [-0.2389, -5.5446, 5.3021], [1.2537, -6.0870, 4.4989], [-0.3300, -6.6110, 3.8793], [-6.6087, 5.5603, 4.6600], [-7.0686, 4.8618, 3.3993], [-6.4794, 5.4347, 2.2203], [-5.2160, 5.0884, 1.9869], [-4.5535, 4.3261, 2.6437], [-4.8027, 5.7224, 0.8922], [-3.4355, 5.4714, 0.5422], [-6.8078, 6.6306, 4.5950], [-7.1409, 5.1591, 5.5225], [-5.5408, 5.4201, 4.8191], [-8.1401, 4.9900, 3.2596], [-6.8538, 3.7939, 3.4300], [-3.2418, 4.4047, 0.4536], [-2.7708, 5.9058, 1.2872], [-3.2801, 5.9559, -0.4167]],
  "atomic_forces_ev_per_a": [[-0.0031, -0.3664, 0.1937], [0.1285, 0.3049, -0.3711], [-0.0464, 0.1320, 0.1121], [0.2962, -0.2352, -0.0643], [0.0198, 0.0776, -0.1445], [-0.2161, -0.2517, 0.4222], [-0.4949, 0.4849, 0.4934], [0.2620, -0.1728, -0.1397], [0.0139, -0.2827, -0.0900], [-0.0274, -0.0380, -0.2330], [0.2784, 0.2205, -0.0634], [-0.1244, -0.0681, -0.1569], [-0.1511, -0.1654, 0.2547], [0.1469, -0.0528, -0.0138], [-0.1699, -0.0479, 0.2339], [-0.1191, 0.1882, -0.2600], [0.2164, -0.2449, -0.0454], [-0.2069, 0.4094, -0.0777], [0.1980, -0.0196, 0.2903], [-0.1343, -0.0973, 0.0519], [0.0237, -0.0706, -0.1150], [-0.1106, 0.3741, 0.0785], [-0.2056, -0.0622, 0.0254], [0.2574, 0.1556, -0.1998], [0.0206, 0.0549, -0.1203], [0.1475, -0.2470, -0.0563], [0.1855, 0.1552, -0.0461], [-0.2161, -0.1202, 0.2736], [-0.0263, 0.0450, -0.0343], [-0.0691, -0.0276, -0.0600], [0.0604, 0.0004, 0.0131], [0.0087, -0.0110, 0.0217], [0.2698, 0.1075, -0.1731], [-0.0991, -0.0147, 0.0376], [-0.0449, -0.0029, -0.0149], [-0.0105, -0.0783, -0.0281], [0.0152, 0.0778, -0.1034], [0.1164, 0.0215, -0.0652], [-0.0915, -0.0528, 0.0970], [-0.0295, -0.0465, 0.0618], [-0.1278, 0.0608, 0.0117], [0.0510, -0.2007, 0.0073], [0.0932, 0.3299, 0.0365], [-0.0416, -0.0264, -0.0166], [0.0077, 0.0129, -0.0650], [0.0064, -0.0031, 0.0478], [-0.0112, -0.0144, -0.0083], [-0.0472, -0.0994, 0.0111], [-0.0102, 0.0690, -0.0271], [-0.0224, 0.0228, -0.0226], [-0.0254, 0.0319, 0.0376], [-0.0770, -0.1050, -0.0565], [0.0198, -0.1318, 0.0487], [0.0353, 0.0302, 0.0186], [0.0071, 0.0365, 0.0488], [-0.0004, 0.0319, -0.0517], [0.1227, 0.0987, -0.0512], [-0.1598, -0.1077, 0.1889], [0.0162, 0.0388, -0.0240], [0.0149, 0.0397, -0.1176], [0.0479, -0.1091, 0.0988], [-0.0065, 0.0090, -0.0001], [0.0720, -0.0025, -0.0922], [-0.0572, -0.0114, 0.0168], [-0.0224, -0.0074, -0.0043], [-0.0051, -0.0555, -0.0050], [0.0144, 0.0384, -0.0844], [0.0913, 0.0184, -0.0164], [-0.0001, -0.0073, 0.0458], [0.0016, -0.0495, 0.0328], [-0.0559, 0.0297, 0.0072]],
  "lowdin_charge": [0.17, -0.47, 0.02, -0.69, 0.78, -0.19, -0.58, 0.83, -0.23, 0.21, -0.36, 0.12, 0.15, -0.34, 0.16, 0.17, -0.33, 0.16, 0.11, -0.44, 0.18, 0.16, 0.12, 0.12, 0.09, 0.12, -0.06, -0.20, 0.03, -0.60, 0.11, 0.02, -0.03, 0.08, 0.08, 0.07, 0.12, 0.12, 0.06, 0.10, 0.09, -0.06, -0.20, 0.04, -0.62, 0.12, 0.00, -0.04, 0.08, 0.08, 0.07, 0.09, 0.12, 0.09, 0.10, 0.09, -0.07, -0.21, 0.04, -0.61, 0.11, 0.01, -0.03, 0.08, 0.08, 0.07, 0.12, 0.12, 0.09, 0.10, 0.09]
}

***

(2)
{
  "formula": "C21H28BrN3ReS4Se",
  "method": "the ωB97M-V functional and the def2-TZVPD basis",
  "relative_energy_ev": 0.050,
  "total_charge": 2,
  "energy_ha": -7627.25460,
  "lumo_energy_ev": [-8.0, -8.4],
  "homo_lumo_gap_ha": [0.2297, 0.2170],
  "spin_multiplicity": 2,
  "largest_force_ev_per_a": 3.71,
  "species": ["Re", "C", "C", "C", "C", "C", "Br", "N", "C", "H", "H", "H", "H", "H", "H", "S", "S", "S", "S", "C", "C", "C", "C", "N", "C", "Se", "N", "C", "C", "C", "C", "C", "C", "C", "C", "C", "C", "H", "H", "H", "H", "H", "H", "H", "H", "H", "H", "H", "H", "H", "H", "H", "H", "H", "H", "H", "H", "H", "H"],
  "positions_angstrom": [[-1.3146, -2.1250, -0.4579], [-3.6598, -4.4261, 4.1634], [-3.2956, -4.4931, 2.7259], [-3.6340, -5.5833, 1.9223], [-3.2489, -5.6195, 0.5845], [-2.5534, -4.5323, 0.1093], [-1.8743, -4.3072, -1.6842], [-2.2464, -3.4617, 0.8424], [-2.5985, -3.4454, 2.1227], [-4.2870, -5.2650, 4.4479], [-4.1864, -3.4982, 4.3759], [-2.7579, -4.4442, 4.7740], [-4.1958, -6.4090, 2.3374], [-3.4859, -6.4591, -0.0512], [-2.3120, -2.5621, 2.6818], [-1.0297, -0.6164, 1.4168], [-2.5890, 0.6991, 1.4942], [-3.2579, 0.7522, -0.4845], [-3.4931, -1.1954, -0.8990], [4.0792, 0.6392, 2.8998], [4.1999, 0.9494, 1.4137], [3.5514, -0.1015, 0.5140], [2.0338, -0.2464, 0.6777], [1.2535, 0.7400, -0.0333], [0.6117, 0.5369, -1.1967], [0.2652, -1.1747, -1.9915], [-0.0468, 1.6421, -1.5696], [-0.8161, 1.8246, -2.7784], [-0.1691, 2.8147, -3.7531], [1.2026, 2.3874, -4.2720], [1.1604, 1.1681, -5.1779], [0.1117, 2.5863, -0.5788], [-0.4687, 3.8364, -0.4020], [-0.2221, 4.4711, 0.7991], [0.5912, 3.8981, 1.7817], [1.1935, 2.6689, 1.6035], [0.9364, 2.0090, 0.4065], [4.5245, 1.4311, 3.4956], [4.5937, -0.2879, 3.1394], [3.0442, 0.5269, 3.2199], [5.2603, 0.9893, 1.1564], [3.7904, 1.9375, 1.1955], [3.9859, -1.0734, 0.7526], [3.7699, 0.1152, -0.5333], [1.7664, -0.1957, 1.7337], [1.7339, -1.2257, 0.2904], [-1.8056, 2.1884, -2.4903], [-0.9235, 0.8488, -3.2588], [-0.0785, 3.7897, -3.2747], [-0.8564, 2.9191, -4.5931], [1.8858, 2.2069, -3.4386], [1.6114, 3.2264, -4.8382], [0.8734, 0.2681, -4.6316], [2.1398, 0.9914, -5.6116], [0.4550, 1.3184, -5.9899], [-1.1061, 4.2720, -1.1540], [-0.6781, 5.4282, 0.9910], [0.7509, 4.4283, 2.7069], [1.8152, 2.2394, 2.3689]],
  "atomic_forces_ev_per_a": [[-2.1381, 2.9131, 0.8584], [0.0217, 0.0893, 0.2373], [0.0612, 0.0077, -0.6000], [0.2000, 0.3415, -0.0339], [0.1367, 0.1861, -0.3542], [-0.2943, -0.7670, 0.0236], [-0.2522, -0.4746, 0.1566], [0.3774, -0.9053, -0.3186], [-0.2672, -0.1028, 0.8389], [-0.0429, -0.0066, 0.0617], [-0.0723, 0.0203, 0.0968], [0.0043, -0.0209, 0.1060], [0.0119, -0.0441, 0.0189], [0.0032, -0.0186, -0.0561], [-0.0490, -0.0757, -0.0009], [-0.5402, -0.2042, -1.0166], [0.2342, -0.2046, -0.5663], [0.1242, 0.5842, 1.0316], [1.9344, -1.3185, -0.3218], [0.0207, 0.0179, -0.1423], [0.0723, -0.0160, -0.0484], [-0.1391, 0.1691, 0.0840], [0.6717, -0.6380, 0.2263], [-0.3189, 0.0837, -0.8089], [-0.1751, -0.0856, 0.1595], [0.3509, -0.1507, -0.1427], [0.5141, -0.6216, 0.3554], [-0.3271, 0.2790, -0.8296], [0.2424, -0.1668, 0.1881], [-0.1364, 0.0967, -0.1142], [0.0440, 0.0032, 0.1720], [0.4408, 0.0788, 0.8329], [0.0030, -0.0411, 0.0507], [-0.0830, -0.0099, -0.1873], [0.1294, -0.1425, 0.0077], [-0.0708, 0.0089, -0.0770], [-0.4997, 0.7973, -0.2236], [0.0266, 0.0451, 0.0729], [0.0602, -0.1162, 0.0599], [-0.1143, 0.0207, 0.1150], [-0.0454, 0.0971, -0.0408], [0.0453, 0.0537, -0.0535], [0.0257, -0.0693, -0.0720], [0.0371, -0.1001, -0.0526], [-0.1002, -0.0096, -0.0411], [-0.0088, 0.1927, 0.1600], [0.0512, -0.1315, -0.0200], [-0.1106, 0.1203, 0.1317], [-0.1064, 0.0759, 0.0145], [-0.0649, 0.0827, -0.0105], [0.0754, 0.0864, 0.0768], [0.0611, 0.0011, 0.1027], [-0.0355, -0.1034, -0.0548], [0.0799, -0.1015, -0.0686], [-0.1029, -0.0366, -0.1380], [-0.0660, 0.1029, -0.0662], [-0.0318, 0.1409, 0.0011], [0.0227, 0.0705, 0.0834], [0.1097, -0.0837, 0.1361]],
  "mulliken_spin": [0.20, 0.00, 0.01, 0.01, -0.01, 0.00, 0.00, 0.00, 0.01, 0.00, 0.00, 0.00, 0.00, 0.00, 0.02, 0.45, 0.23, 0.04, 0.00, 0.00, 0.00, 0.00, 0.01, -0.03, 0.03, 0.01, 0.01, -0.01, 0.00, 0.00, 0.00, 0.01, 0.00, 0.00, 0.00, -0.01, 0.01, 0.00, 0.00, 0.00, 0.00, 0.00, 0.00, 0.00, -0.01, 0.02, 0.00, 0.00, 0.00, 0.00, 0.00, 0.00, 0.00, 0.00, 0.00, 0.00, 0.00, 0.00, 0.00]
}